[1]
C17H18BBaN7O3S | wB97M-V/def2-TZVPD

Charge: +2
Multiplicity: 1
HOMO-LUMO gap (spin up / spin down): 4.351 / 3.932 eV

Element x y z (Å)
C1 2.779965 0.059192 -1.241573
N1 1.485233 0.061742 -1.638303
N2 1.487021 -0.158964 -3.015735
C2 2.760700 -0.349792 -3.450105
C3 3.617354 -0.226052 -2.341887
B1 0.144102 -0.082298 -3.822955
N3 -0.884514 -1.241586 -3.556289
N4 -1.557025 -1.355596 -2.340822
C4 -2.462140 -2.356872 -2.483455
C5 -2.328709 -2.930906 -3.762513
C6 -1.326299 -2.197936 -4.411500
Ba1 -0.567298 -0.525222 -0.023280
N5 -0.563689 1.248168 -3.420138
N6 -0.974373 1.470886 -2.114589
C7 -1.535658 2.696167 -2.094243
C8 -1.490951 3.263294 -3.388987
C9 -0.863162 2.310110 -4.199622
H1 -1.950977 3.156892 -1.204861
H2 -0.618023 2.329587 -5.253521
H3 -1.856618 4.221004 -3.690359
H4 0.403733 -0.064468 -4.991814
H5 -0.896884 -2.348319 -5.397710
H6 3.004416 -0.593686 -4.481282
H7 -2.845495 -3.793023 -4.131096
H8 4.677615 -0.371168 -2.313617
H9 -3.178768 -2.660635 -1.721228
H10 3.099766 0.256550 -0.221591
H11 -2.909659 -0.906104 0.969184
C10 -2.708920 -1.755600 1.658546
H12 -3.405398 -2.577683 1.440106
H13 -1.678167 -2.152553 1.570837
H14 -2.826156 -1.435589 2.703190
O1 0.348006 -1.996719 2.591298
C11 0.613182 -0.820728 2.918630
N7 0.701524 0.170582 1.996017
S1 1.104295 1.685243 2.511670
O2 2.418378 2.027597 2.053534
O3 -0.001235 2.581696 2.240002
C12 1.091192 1.118011 4.187221
C13 1.337925 1.911017 5.290637
C14 1.293720 1.271706 6.537141
C15 0.991985 -0.112547 6.629296
C16 0.736745 -0.888958 5.494077
C17 0.820526 -0.240212 4.268023
H15 1.564055 2.972047 5.123390
H16 1.503482 1.866064 7.434628
H17 0.968751 -0.575681 7.619500
H18 0.476466 -1.958655 5.476137

Cartesian forces (eV/Å) of the 3 atoms listed first:
C -0.35 -0.45 -1.53
N 0.93 0.14 -0.54
N -0.05 -0.08 0.85

Mulliken population analysis, charges in e, atoms 1 to 5: -0.16, -0.13, -0.06, -0.16, -1.05


[2]
C43H98F9N7O6P | wB97M-V/def2-TZVPD

Charge: +5
Multiplicity: 1
HOMO-LUMO gap: 3.323 eV

Element x y z (Å)
C1 4.348996 0.909923 2.105039
C2 3.636215 0.305573 3.277251
O1 3.665991 0.766433 4.431332
N1 2.922128 -1.103932 3.076271
H1 2.156459 -0.949168 2.436038
H2 3.566660 -1.662119 2.534868
C3 2.596381 -1.850408 4.376794
H3 4.596485 0.159563 1.354168
H4 5.178559 1.498740 2.496453
H5 3.792882 1.727197 1.645806
H6 1.875227 -1.242600 4.923244
H7 3.541124 -2.069711 4.874265
H8 2.089462 -2.740620 4.004435
C4 -3.201888 1.607213 3.696522
C5 -4.284512 0.569665 3.394299
O2 -5.492455 0.848879 3.548189
N2 -3.733585 -0.758444 2.814504
H9 -2.771159 -0.606371 2.548570
H10 -3.679236 -1.387759 3.602606
C6 -4.520003 -1.207053 1.578307
H11 -3.766956 2.364579 4.239838
H12 -2.954218 1.939746 2.688468
H13 -2.354267 1.228120 4.267421
H14 -5.593040 -1.192139 1.769288
H15 -4.098061 -2.191415 1.375582
H16 -4.321965 -0.632061 0.673721
C7 -1.595231 -2.279043 -2.056020
C8 -1.879219 -2.769466 -3.429332
O3 -1.184485 -2.527658 -4.391881
N3 -3.215678 -3.595955 -3.651833
H17 -3.459533 -4.088696 -2.804586
H18 -3.974830 -2.953775 -3.829029
C9 -3.128047 -4.666501 -4.777156
H19 -0.849006 -2.933764 -1.605935
H20 -2.597536 -2.327429 -1.630412
H21 -1.237620 -1.251345 -1.992419
H22 -2.636341 -4.146427 -5.599253
H23 -4.119034 -4.972690 -5.112244
H24 -2.456768 -5.460374 -4.449675
C10 -0.293410 -4.770927 0.877842
C11 1.020052 -5.061979 1.560929
O4 1.110510 -5.441260 2.750248
N4 2.282702 -5.048539 0.826553
H25 2.150373 -4.603726 -0.070506
H26 2.999473 -4.490978 1.268692
C12 2.871446 -6.490930 0.670638
H27 -1.072750 -5.252386 1.468556
H28 -0.238421 -5.315534 -0.064746
H29 -0.407965 -3.689063 0.810376
H30 2.085472 -7.183800 0.370186
H31 3.333384 -6.758353 1.621005
H32 3.597953 -6.489782 -0.141937
C13 8.215064 -1.429227 -4.282876
C14 6.846138 -0.865531 -4.625544
C15 5.947286 -0.852753 -3.367108
C16 4.463783 -0.761705 -3.820395
N5 3.398474 -0.651739 -2.732687
C17 1.973309 -0.586828 -3.307517
C18 1.771177 0.819107 -3.943352
C19 2.675028 1.699724 -3.073350
C20 3.378383 0.733698 -2.040445
C21 3.578761 -1.784779 -1.649625
H33 8.852791 -0.908129 -3.568837
H34 8.891293 -1.377619 -5.136194
H35 7.986315 -2.438129 -3.939545
H36 6.337018 -1.424586 -5.410633
H37 6.907780 0.163760 -4.978886
H38 6.187690 0.017931 -2.757025
H39 6.114776 -1.788714 -2.834171
H40 4.208644 -1.623157 -4.437566
H41 4.338210 0.150069 -4.404359
H42 1.236390 -0.854594 -2.550321
H43 1.915425 -1.331745 -4.101143
H44 0.773298 1.204753 -3.734513
H45 1.938042 0.932473 -5.014514
H46 2.093018 2.369866 -2.440684
H47 3.449521 2.320774 -3.523417
H48 2.763331 0.487804 -1.174792
H49 4.411045 1.039548 -1.872627
H50 4.311703 -1.515014 -0.889278
H51 3.753631 -2.733681 -2.156670
H52 2.581908 -1.762392 -1.209299
C22 -2.610039 0.747481 -8.034797
C23 -2.361242 0.501763 -6.586153
C24 -3.142852 1.329849 -5.556525
C25 -3.038061 0.768386 -4.135288
N6 -3.914511 1.571775 -3.141549
C26 -3.494541 3.025587 -3.213047
C27 -3.763507 3.435609 -1.719499
C28 -3.915790 2.294988 -0.789979
C29 -3.583585 1.078947 -1.667004
C30 -5.476237 1.459740 -3.458594
H53 -2.281634 1.751210 -8.304578
H54 -3.663897 0.633994 -8.288981
H55 -2.083421 -0.052765 -8.554782
H56 -1.283184 0.531702 -6.428077
H57 -2.640691 -0.549298 -6.513608
H58 -4.169831 1.479256 -5.889822
H59 -2.662046 2.290511 -5.741100
H60 -2.006993 0.799045 -3.783087
H61 -3.332018 -0.278852 -4.064634
H62 -4.095098 3.576136 -3.937146
H63 -2.410103 3.075798 -3.310940
H64 -4.685278 4.017103 -1.702322
H65 -3.023933 4.086083 -1.252591
H66 -4.848041 2.357100 -0.228602
H67 -3.173082 2.355785 0.005508
H68 -4.039059 0.118171 -1.427124
H69 -2.508782 0.901556 -1.629094
H70 -5.719454 1.847103 -4.447985
H71 -5.932681 2.075843 -2.683886
H72 -5.835865 0.431791 -3.412793
C31 -0.321291 2.366546 5.818685
C32 0.565350 2.279642 4.545970
C33 0.241700 3.579689 3.702055
C34 1.280381 3.748030 2.487823
N7 1.002891 4.981914 1.591535
C35 1.146323 6.418204 2.233851
C36 1.455209 7.416324 1.072824
C37 1.826039 6.537746 -0.128112
C38 1.909209 5.100938 0.357226
C39 -0.512454 4.913075 1.104574
H73 -1.353985 2.500681 5.496743
H74 -0.002263 3.293323 6.295567
H75 -0.319646 1.466039 6.432841
H76 0.291009 1.470736 3.868835
H77 1.600871 2.302152 4.885505
H78 0.176267 4.437858 4.370892
H79 -0.677511 3.368366 3.155699
H80 1.299890 2.839522 1.885884
H81 2.278262 3.855928 2.912917
H82 0.368465 6.711587 2.938809
H83 2.014385 6.287451 2.879981
H84 0.577867 8.006296 0.807672
H85 2.294242 8.040062 1.381192
H86 1.022596 6.631846 -0.858682
H87 2.791835 6.806446 -0.556060
H88 1.729926 4.326740 -0.388814
H89 2.926960 4.973940 0.726226
H90 -0.888092 5.727242 0.484785
H91 -1.232754 4.820809 1.917435
H92 -0.491918 3.996215 0.515471
C40 -2.685139 -3.277509 5.432262
O5 -2.249996 -3.083583 6.810326
O6 -3.847600 -2.553572 5.253409
C41 -1.470631 -2.830804 4.511396
F1 -0.374721 -3.557836 4.733875
F2 -1.784272 -3.112983 3.263839
F3 -1.093977 -1.556757 4.591068
C42 -1.684125 -4.284871 7.326854
C43 -1.257347 -4.150292 8.734867
H93 -2.062451 -4.171323 9.469343
H94 -0.524065 -4.875868 9.086924
H95 -0.875978 -3.167501 9.011983
H96 -0.784163 -4.645077 6.828430
H97 -2.438416 -5.069348 7.265679
H98 -2.956695 -4.328694 5.335459
P1 -0.421616 0.062701 0.654238
F4 -0.345494 0.991426 -0.692797
F5 -1.928462 -0.559655 0.392782
F6 0.419334 -1.182917 -0.084473
F7 -0.310938 -0.567717 2.157487
F8 0.982087 0.718545 1.138728
F9 -1.209591 1.326251 1.363106

Cartesian forces (eV/Å) of the 3 atoms listed first:
C -0.47 0.11 0.08
C 0.50 1.92 5.07
O -0.62 -2.41 -4.99

Mulliken population analysis, charges in e, atoms 1 to 5: -0.95, 0.89, -0.42, 0.22, -0.32


[3]
C33H59CeN2O2P2 | wB97M-V/def2-TZVPD

Charge: +3
Energy relative to the best compared isomer or geometry (same formula, charge and spin): 149.68 kcal per mole
Multiplicity: 1
HOMO-LUMO gap (spin up / spin down): 4.229 / 4.231 eV

Element x y z (Å)
C1 -1.661709 -0.438127 -2.655278
C2 -0.688479 1.754347 -2.497560
C3 -2.122151 -0.210988 -3.948261
C4 -1.116599 1.990173 -3.854148
C5 -1.819811 1.036762 -4.555570
H1 -2.686037 -0.984692 -4.475747
H2 -0.880475 2.959580 -4.303321
H3 -2.148839 1.240275 -5.580966
N1 -0.953235 0.487715 -1.945099
P1 -0.474714 -2.249183 -0.901534
P2 0.093549 2.470376 0.015442
C6 -1.938156 -1.755546 -1.963299
H4 -2.776241 -1.615693 -1.258954
H5 -2.237827 -2.528462 -2.691140
C7 -0.053466 2.741007 -1.732533
H6 0.060773 3.736002 -2.176009
C8 -1.433655 3.364887 0.809862
C9 1.662284 3.400931 0.612751
C10 -1.125638 -3.641247 0.290183
C11 0.746661 -2.989753 -2.180495
C12 -1.619532 2.906638 2.269354
H7 -0.854586 3.336270 2.932975
H8 -2.605525 3.243678 2.642517
H9 -1.560918 1.811164 2.360930
C13 -1.380382 4.902553 0.754216
H10 -0.615590 5.326730 1.424562
H11 -1.193534 5.261846 -0.272483
H12 -2.360199 5.307267 1.075082
C14 -2.636505 2.930280 -0.057796
H13 -3.575457 3.248888 0.435598
H14 -2.589678 3.405814 -1.050385
H15 -2.670210 1.842807 -0.218437
C15 1.641843 3.581028 2.142681
H16 1.463000 2.620632 2.656629
H17 2.627365 3.960763 2.471770
H18 0.882960 4.307868 2.473987
C16 2.898871 2.560900 0.253772
H19 2.918977 1.610452 0.808487
H20 2.941655 2.346339 -0.824979
H21 3.804884 3.134425 0.527181
C17 1.815486 4.759638 -0.103308
H22 0.983944 5.451599 0.088447
H23 2.744820 5.243951 0.252389
H24 1.909058 4.616088 -1.192613
C18 2.052513 -3.350545 -1.442343
H25 2.785708 -3.739526 -2.173302
H26 2.498675 -2.474438 -0.950933
H27 1.893040 -4.132530 -0.680753
C19 1.012720 -1.899206 -3.247233
H28 0.163621 -1.812160 -3.943861
H29 1.199755 -0.905379 -2.822112
H30 1.905037 -2.196480 -3.828119
C20 0.211109 -4.219284 -2.949018
H31 0.838361 -4.360822 -3.848382
H32 0.260983 -5.148941 -2.367885
H33 -0.826541 -4.073627 -3.297480
C21 -2.662584 -3.573679 0.372383
H34 -3.140820 -3.859278 -0.579663
H35 -3.009812 -4.281842 1.148500
H36 -3.011252 -2.569716 0.650349
C22 -0.526364 -3.330077 1.676997
H37 -0.856995 -2.347048 2.045698
H38 -0.848301 -4.106438 2.396823
H39 0.576068 -3.317412 1.651278
C23 -0.764063 -5.090644 -0.086016
H40 -1.258065 -5.414660 -1.014540
H41 0.320769 -5.249275 -0.183539
H42 -1.121046 -5.750909 0.726926
Ce1 0.000000 0.000000 0.000000
C24 1.771889 -0.033802 -0.749571
O1 2.859230 -0.128868 -1.183522
N2 -1.927488 -0.127917 0.873440
C25 -2.969965 -0.183497 1.407263
C26 -4.288145 -0.260140 2.066193
C27 -5.176452 0.913585 1.581785
C28 -4.945538 -1.610570 1.678544
C29 -4.088375 -0.163988 3.601032
H43 -4.729540 1.883746 1.849326
H44 -5.315251 0.880150 0.490249
H45 -6.163656 0.832677 2.068748
H46 -4.339858 -2.464164 2.023688
H47 -5.940176 -1.674236 2.151914
H48 -5.069790 -1.685562 0.585669
H49 -5.075282 -0.207868 4.092972
H50 -3.470611 -0.993766 3.978269
H51 -3.602279 0.787419 3.873121
C30 2.733176 -1.165994 3.487593
C31 2.091538 0.123867 3.894937
C32 0.733120 -0.038721 3.221473
O2 0.949824 -0.777944 2.037773
C33 2.310046 -1.183899 2.031434
H52 3.830869 -1.215731 3.650643
H53 2.238699 -2.008206 4.024489
H54 2.666884 0.941905 3.408446
H55 2.047219 0.321303 4.986777
H56 0.077220 -0.658270 3.872084
H57 0.243893 0.923431 3.051481
H58 2.930796 -0.452150 1.485834
H59 2.463921 -2.189575 1.593829

Cartesian forces (eV/Å) of the 3 atoms listed first:
C -0.35 0.07 -0.62
C -0.91 -0.91 -1.44
C 0.37 0.58 0.30

Mulliken population analysis, charges in e, atoms 1 to 5: -0.13, 0.14, -0.64, -1.07, -1.05